1.
{"formula": "C5H10O4", "method": "wB97M-V/def2-TZVPD", "relative_energy_kj_mol": 281.3, "charge": 0, "e_tot_ev": -13534.97678, "fmax_ev_per_a": 5.0, "spin_multiplicity": 1, "smiles": "CC(O)(O)[C@@H](O)CC=O", "elements": ["O", "C", "H", "C", "H", "H", "H", "H", "O", "H", "C", "H", "H", "H", "O", "C", "C", "H", "O"], "coordinates": [[0.865, -0.160, -1.404], [-1.587, -0.504, -0.063], [-2.445, -0.817, 0.544], [-0.495, -0.038, 0.851], [2.851, 1.120, 0.026], [1.836, 1.166, 1.492], [0.449, 2.001, -1.532], [-1.020, 1.773, 1.160], [0.323, 1.861, -0.586], [-0.061, -0.855, 1.426], [2.048, 0.619, 0.574], [-1.907, 0.290, -0.742], [2.361, -0.398, 0.823], [0.384, -1.163, -1.304], [-0.773, 1.006, 1.697], [-1.165, -1.774, -0.823], [0.796, 0.576, -0.289], [-1.889, -2.032, -1.623], [-0.571, -2.671, -0.226]], "atomic_forces_ev_per_a": [[-1.251, -4.485, -1.547], [0.535, -0.159, -0.308], [-0.096, -0.141, -0.218], [2.825, 0.805, -2.390], [0.047, -0.030, 0.116], [0.005, 0.009, -0.072], [-0.035, 0.012, -0.012], [0.143, -0.053, 0.015], [0.077, 0.280, -0.244], [-0.065, 0.065, -0.021], [0.066, 0.075, -0.620], [-0.009, -0.027, -0.028], [-0.031, 0.085, -0.052], [2.505, 4.104, -0.238], [-0.647, 0.429, 0.465], [-2.940, -1.257, 2.864], [-2.316, -0.835, 4.369], [0.881, 0.078, -0.691], [0.306, 1.045, -1.386]], "mulliken_charge": [-0.6403, -0.4651, 0.3792, -0.5115, 0.3741, 0.3592, 0.3425, 0.3881, -0.5512, 0.5039, -1.4540, 0.2504, 0.3035, 0.3897, -0.5672, -0.1030, 1.0976, 0.3496, -0.4454]}

=====

2.
{"formula": "H15O7", "method": "wB97M-V/def2-TZVPD", "relative_energy_kj_mol": 294.2, "charge": 1, "e_tot_ev": -14568.29062, "fmax_ev_per_a": 4.2, "spin_multiplicity": 1, "elements": ["H", "O", "H", "H", "H", "O", "H", "H", "H", "H", "H", "H", "H", "H", "O", "O", "O", "H", "H", "O", "H", "O"], "coordinates": [[-2.797, -1.486, 0.667], [1.791, 2.258, 1.557], [2.670, -0.500, 2.062], [-1.130, 2.468, 1.618], [-0.019, 1.226, 0.440], [1.865, -0.862, 1.601], [-0.340, -0.472, -0.404], [-1.155, 3.333, 0.281], [1.054, 0.014, 0.492], [1.018, -2.300, -2.474], [2.400, -1.890, -2.338], [1.835, -1.752, 2.042], [1.169, 2.126, 2.232], [-1.670, -2.260, -0.002], [-2.059, -1.329, 0.004], [0.295, 0.238, -0.088], [-2.355, -1.252, -2.783], [-2.053, -1.004, -1.911], [1.959, 3.237, 1.572], [1.589, -1.777, -1.872], [-2.701, -0.425, -3.312], [-1.368, 2.416, 0.626]], "atomic_forces_ev_per_a": [[1.059, 0.778, -1.203], [1.121, 1.485, -1.554], [-1.043, -0.012, -0.923], [-0.972, 0.200, -2.180], [-0.572, -2.940, -2.620], [1.764, -0.796, 2.058], [0.412, 1.074, 1.190], [-0.344, -1.465, 0.511], [0.377, -1.661, -0.055], [-0.040, 0.472, 0.636], [1.434, 0.197, -0.225], [-0.435, 0.970, -0.956], [-1.125, -0.286, 1.851], [-0.640, 1.571, -0.263], [-0.097, -2.549, 1.498], [-0.788, 4.016, 1.073], [-0.933, 1.818, -2.371], [-0.471, 0.585, 0.139], [-0.065, -1.357, -0.138], [-1.566, -0.678, -0.375], [1.207, -2.401, 1.990], [1.717, 0.980, 1.915]], "mulliken_charge": [0.3006, -0.6159, 0.3257, 0.3589, 0.4952, -0.6392, 0.3729, 0.3688, 0.5117, 0.3222, 0.2807, 0.2918, 0.3074, 0.3565, -0.7101, -0.3716, -0.6424, 0.3421, 0.3061, -0.5838, 0.3291, -0.7067]}

=====

3.
{"formula": "C36H96N8O10", "method": "wB97M-V/def2-TZVPD", "relative_energy_kj_mol": 161.1, "charge": 0, "e_tot_ev": -71277.00720, "fmax_ev_per_a": 2.9, "spin_multiplicity": 1, "smiles": "COC[C@H](C)N.COC[C@H](C)N.COC[C@H](C)N.COC[C@H](C)N.COC[C@H](C)N.COC[C@H](C)N.COCCNCCOC.COCCNCCOC", "elements": ["H", "H", "H", "H", "C", "H", "O", "N", "H", "H", "C", "C", "C", "N", "H", "C", "H", "H", "O", "H", "H", "O", "C", "H", "H", "O", "H", "H", "H", "C", "H", "C", "H", "H", "H", "C", "H", "H", "C", "C", "H", "O", "H", "H", "H", "H", "H", "C", "C", "H", "N", "H", "C", "H", "C", "H", "N", "H", "N", "H", "H", "O", "H", "H", "H", "N", "H", "H", "C", "C", "H", "H", "H", "H", "H", "H", "H", "H", "H", "C", "H", "H", "C", "H", "H", "H", "H", "H", "C", "C", "O", "C", "H", "H", "H", "H", "O", "C", "H", "H", "C", "C", "H", "H", "C", "H", "H", "H", "H", "C", "C", "H", "H", "H", "H", "H", "C", "H", "C", "H", "H", "H", "H", "H", "C", "O", "C", "H", "H", "H", "H", "H", "H", "C", "C", "C", "H", "H", "H", "H", "O", "H", "H", "H", "H", "H", "N", "H", "N", "C"], "coordinates": [[7.949, -15.393, -4.608], [15.477, -16.593, 4.617], [8.619, -14.425, -3.364], [19.698, -15.091, -2.170], [15.396, -10.342, -6.343], [18.835, -12.488, -1.624], [14.072, -10.947, -2.529], [20.570, -12.197, 3.663], [14.056, -11.146, -0.469], [18.245, -14.315, -2.427], [17.373, -17.425, 0.390], [17.311, -13.907, -5.171], [11.079, -15.666, -0.526], [15.092, -4.853, -4.841], [17.609, -10.995, -9.732], [18.862, -17.019, 0.566], [14.379, -5.157, -5.490], [13.863, -11.703, -6.126], [15.560, -5.377, -7.735], [16.540, -4.428, 0.158], [14.782, -10.903, -8.329], [16.487, -9.750, -8.424], [19.832, -12.390, -2.082], [16.694, -6.092, -5.474], [19.122, -12.246, 0.679], [10.817, -15.330, -1.854], [15.995, -15.162, 5.461], [17.109, -11.952, -0.048], [16.936, -6.286, -8.949], [9.928, -16.084, -3.941], [20.978, -11.281, 1.817], [16.605, -9.921, -5.504], [17.362, -10.682, -5.305], [21.285, -8.591, -2.222], [19.507, -17.064, -0.307], [15.133, -14.747, 3.441], [16.045, -10.469, -10.287], [15.508, -12.980, 4.450], [21.779, -9.332, -2.855], [19.189, -14.529, -2.963], [14.406, -10.652, 2.014], [17.710, -19.806, 0.556], [15.528, -10.392, -1.268], [18.199, -16.073, -4.013], [19.616, -12.905, -4.114], [20.307, -8.785, 1.129], [13.837, -5.293, -3.298], [15.485, -12.472, -1.356], [10.697, -16.481, -2.712], [16.758, -7.048, -7.398], [9.703, -17.308, -4.748], [16.324, -9.638, -4.484], [20.108, -11.606, 2.395], [16.488, -14.625, -5.200], [14.699, -13.288, 3.773], [18.204, -10.748, 3.244], [19.897, -13.285, -3.222], [17.992, -21.790, 0.715], [16.415, -14.743, 2.752], [22.861, -9.244, -2.840], [15.097, -6.537, -3.432], [15.838, -5.727, -1.332], [9.150, -16.991, -5.537], [14.689, -9.503, -6.344], [10.392, -16.440, -0.154], [16.871, -17.536, 1.753], [17.268, -18.389, 2.159], [18.924, -8.525, 0.039], [16.408, -5.029, -5.449], [15.726, -10.744, -7.781], [12.101, -16.060, -0.441], [13.815, -13.297, 4.424], [16.037, -12.608, -2.289], [17.853, -18.740, -1.272], [21.362, -12.799, 3.476], [8.048, -15.994, -2.881], [19.410, -10.685, -3.251], [21.473, -9.011, -3.862], [17.350, -9.273, -10.177], [15.250, -15.535, 4.755], [10.204, -17.290, -2.169], [14.250, -10.921, 3.755], [19.068, -10.512, 2.616], [18.914, -7.849, 1.675], [10.588, -17.628, -5.129], [14.293, -15.468, 5.283], [20.881, -11.449, 4.277], [18.568, -13.192, 2.050], [14.752, -11.171, -1.315], [16.368, -4.558, -6.908], [21.419, -10.694, -2.743], [16.835, -5.289, -0.453], [14.500, -11.124, -4.758], [16.810, -16.732, -0.234], [15.933, -17.957, 1.764], [19.496, -9.775, 3.316], [18.560, -9.900, 1.443], [16.914, -10.146, -9.691], [19.280, -17.594, 1.391], [10.508, -15.350, -4.511], [18.953, -15.308, -4.230], [19.216, -8.714, 1.074], [13.782, -13.804, -0.564], [17.060, -9.027, -5.933], [14.570, -13.725, -1.322], [16.255, -19.047, -0.662], [17.086, -13.120, -5.891], [20.164, -13.407, 1.095], [17.288, -13.373, -4.214], [16.187, -6.543, -8.188], [20.074, -10.927, -2.407], [19.751, -10.292, -1.575], [15.501, -7.296, -8.566], [20.490, -12.690, -1.262], [17.169, -4.526, -4.854], [13.035, -9.229, -2.178], [17.825, -21.067, -0.084], [10.944, -14.845, 0.178], [8.539, -15.463, -3.696], [16.581, -15.731, 2.536], [16.179, -11.738, -7.882], [18.801, -16.007, 0.977], [13.951, -13.674, -2.222], [17.102, -6.103, 0.223], [14.012, -11.330, 2.773], [14.488, -12.656, 2.539], [14.886, -5.462, -3.551], [14.392, -15.273, 2.821], [17.784, -5.013, -0.930], [16.013, -12.928, 0.629], [13.465, -9.565, -3.896], [11.709, -16.773, -3.003], [14.683, -8.988, -2.673], [13.800, -9.611, -2.865], [15.733, -4.843, -2.437], [19.453, -12.750, 1.601], [15.188, -14.612, -1.196], [17.371, -4.658, -7.335], [15.993, -3.537, -6.912], [16.967, -21.429, -0.654], [18.581, -14.512, -5.343], [19.880, -15.785, -4.549], [16.152, -14.233, 1.913], [18.715, -21.061, -0.717], [15.263, -3.897, -2.143], [12.925, -11.316, 2.654], [16.419, -12.663, -0.257], [16.754, -4.685, -2.800], [14.749, -11.483, -5.679], [17.274, -18.799, -0.344]], "atomic_forces_ev_per_a": [[-0.081, -0.497, 0.003], [-0.033, 0.038, -0.271], [0.264, -0.067, 0.133], [0.417, -0.370, -0.498], [0.282, -0.509, 0.286], [-0.209, 0.354, -0.026], [-0.282, -0.847, -0.903], [-0.376, 1.007, 0.292], [0.150, 0.209, 0.111], [-0.310, 0.086, -0.366], [1.185, -1.910, -0.535], [-0.141, 0.493, 0.633], [0.224, -0.850, 0.526], [0.470, 0.248, -0.068], [0.163, 0.158, 0.494], [-1.051, 0.653, 0.633], [0.021, -0.027, -0.038], [0.056, -0.009, -0.089], [-1.315, 0.317, 0.391], [-0.234, 0.006, -0.102], [-0.170, 0.327, 0.015], [0.263, -0.108, 0.608], [-0.392, 0.199, 0.098], [0.080, -0.096, 0.169], [-0.482, 0.022, 0.170], [-0.601, 0.016, -0.447], [0.180, 0.297, -0.332], [-0.194, 0.285, -0.397], [-0.156, -0.085, -0.203], [-0.922, 0.008, -0.936], [-0.259, 0.643, -0.193], [0.081, 0.447, 0.330], [-0.046, -0.236, -0.675], [0.035, -0.526, 0.761], [-0.186, -0.007, -0.138], [-0.112, -0.187, 1.536], [0.052, 0.144, -0.070], [0.247, 1.018, -0.691], [-0.450, 0.062, -1.802], [-0.339, 1.083, 0.878], [0.210, -0.120, -0.009], [-0.282, -0.151, -0.859], [-0.179, 0.133, 0.622], [-0.032, -0.120, -0.203], [-0.077, 0.318, 0.133], [0.002, -0.174, -0.038], [-0.031, -0.246, 0.041], [-0.129, -2.279, 1.063], [0.245, 1.217, 0.802], [-0.151, 0.031, 0.104], [0.206, 0.464, 0.066], [-0.488, 0.082, -0.118], [-0.679, -2.176, -0.098], [0.052, -0.168, 0.053], [0.322, -2.924, 0.154], [-0.068, -1.187, -0.446], [0.599, -0.586, 0.373], [0.054, -0.032, -0.027], [-0.738, 0.430, 0.120], [0.035, -0.079, 0.391], [-0.069, -0.152, -0.652], [-0.023, 0.129, -0.347], [-0.002, -0.372, -0.148], [0.235, 0.278, -0.374], [0.023, -0.117, -0.197], [-1.386, -1.215, 0.625], [1.028, 0.539, -0.048], [0.113, 0.123, 0.021], [-0.636, -0.789, -0.395], [-0.571, -0.145, -0.224], [0.009, 0.054, 0.235], [-0.335, 0.023, -0.409], [0.062, 0.549, -0.110], [0.363, -0.252, 0.107], [0.008, -0.031, 0.057], [-0.377, -0.178, -0.313], [0.053, 0.235, -0.156], [0.105, 0.152, -0.114], [0.113, -0.127, 0.034], [-0.515, 0.101, 0.308], [-0.104, -0.134, -0.104], [0.247, -0.255, 0.069], [0.213, 1.121, 1.359], [-0.118, -0.116, 0.157], [-0.054, -0.079, -0.007], [-0.028, -0.197, -0.011], [0.198, -0.207, 0.091], [0.336, -0.344, 0.339], [0.378, 0.992, -0.590], [0.756, -0.721, 0.343], [0.275, 0.160, 0.943], [0.568, -0.116, 0.844], [0.035, -0.650, 0.099], [-0.002, 0.392, 0.341], [-0.370, 0.946, -0.533], [0.430, 0.436, -0.513], [0.339, -0.353, 0.260], [-0.572, -0.040, -0.982], [0.127, -0.318, -0.262], [0.194, 0.042, 0.129], [0.399, -0.389, -0.189], [0.057, 0.221, -0.419], [0.439, 0.632, 0.574], [0.191, -0.170, -0.102], [-0.786, 0.742, -0.449], [-0.224, 0.221, 0.145], [0.459, -0.325, -0.424], [0.109, -0.630, 0.952], [-0.218, -0.165, 0.116], [1.257, -0.305, 0.224], [-0.417, -0.278, -0.422], [0.126, -0.061, 0.199], [-0.341, 0.396, -0.079], [0.398, -0.198, -0.305], [0.035, 0.294, -0.253], [-0.226, 0.175, -0.315], [0.812, -0.226, 0.702], [0.162, 0.415, -0.522], [0.783, 0.478, 0.784], [0.416, 0.408, -0.432], [0.535, 0.124, 0.579], [0.402, 0.172, -0.299], [0.386, -0.638, -0.316], [-0.329, -0.068, 0.009], [-0.502, 0.233, -0.895], [0.342, 1.324, 1.045], [-0.142, -0.218, 1.036], [-0.370, 0.359, 0.120], [-0.180, -0.001, -0.447], [-0.483, 0.208, -0.191], [-0.001, 0.091, -0.012], [0.070, -0.378, 0.006], [0.082, 0.070, -0.406], [0.020, 0.132, 1.450], [-0.085, 0.171, -0.380], [0.160, 1.578, -1.977], [-0.021, -0.099, -0.552], [0.262, 0.668, 0.209], [-0.042, 0.030, -0.428], [-0.279, 0.537, -0.038], [-0.431, 0.246, -0.093], [-0.036, -0.118, 0.033], [0.846, -0.405, -0.411], [-0.067, -0.103, -0.228], [0.364, 0.121, 0.120], [-0.065, -0.037, 0.159], [0.672, 0.013, 0.383], [-0.087, 0.349, -0.094], [-0.032, 0.252, 0.211], [-0.165, 0.568, 0.336]], "mulliken_charge": [0.4090, 0.3837, 0.2876, 0.4717, 0.8487, -0.2999, -0.3013, -0.7284, 0.1881, -0.2617, 0.9564, 0.8464, -0.8056, -0.3651, 0.3120, -1.0908, 0.2825, 0.2924, -0.4055, 0.2946, 0.4091, -0.2416, 0.1907, 0.0239, -0.6026, -0.2659, 0.3476, -0.1480, 0.3581, 0.5541, 0.2104, -1.0937, 0.0819, 0.2553, 0.3381, 0.7461, 0.3764, 0.3926, -0.7604, -0.0165, 0.1609, -0.3171, 0.4478, 0.3540, 0.4119, 0.3392, 0.3893, 1.8017, -0.8263, 0.2451, -0.7388, 0.1953, 0.6168, 0.3586, -0.9475, 0.2917, -0.2645, 0.2599, -0.3603, 0.2883, 0.0217, -0.2554, 0.2616, 0.3141, 0.3713, -0.7290, 0.2710, 0.1434, -0.0333, -1.0948, 0.3060, 0.3941, -0.8310, 0.4435, 0.2709, 0.2976, 0.1245, 0.2997, 0.2343, -1.6154, 0.4067, 0.4097, -1.0933, 0.3000, 0.2511, 0.4397, 0.2385, 0.2659, -0.9784, -0.7849, -0.3900, -0.6305, 0.0102, -0.2088, 0.2381, 0.4338, -0.0818, -0.8952, 0.3504, 0.2267, -0.7448, -0.7865, 0.2980, 0.3578, -1.7806, 0.4584, -0.4067, 0.5394, -0.5772, -0.5826, 0.2584, -0.0802, 0.2045, 0.1648, 0.3077, 0.4138, -0.8162, 0.2610, -1.3137, 0.3068, 0.3992, 0.0610, 0.5820, 0.0948, -0.8920, -0.0587, -0.3008, 0.2090, 0.3376, -0.4718, 0.3533, 0.3146, 0.2161, -0.8422, -0.4472, -0.3967, 0.2134, 0.4054, 0.3953, 0.3078, -0.4457, 0.3457, -0.1861, 0.3092, 0.2374, 0.2984, 0.7912, 0.2589, -0.4721, -0.9783]}

=====

Number 1 is which compound? C5H10O4

=====

Repeat the second record exactly.
{"formula": "H15O7", "method": "wB97M-V/def2-TZVPD", "relative_energy_kj_mol": 294.2, "charge": 1, "e_tot_ev": -14568.29062, "fmax_ev_per_a": 4.2, "spin_multiplicity": 1, "elements": ["H", "O", "H", "H", "H", "O", "H", "H", "H", "H", "H", "H", "H", "H", "O", "O", "O", "H", "H", "O", "H", "O"], "coordinates": [[-2.797, -1.486, 0.667], [1.791, 2.258, 1.557], [2.670, -0.500, 2.062], [-1.130, 2.468, 1.618], [-0.019, 1.226, 0.440], [1.865, -0.862, 1.601], [-0.340, -0.472, -0.404], [-1.155, 3.333, 0.281], [1.054, 0.014, 0.492], [1.018, -2.300, -2.474], [2.400, -1.890, -2.338], [1.835, -1.752, 2.042], [1.169, 2.126, 2.232], [-1.670, -2.260, -0.002], [-2.059, -1.329, 0.004], [0.295, 0.238, -0.088], [-2.355, -1.252, -2.783], [-2.053, -1.004, -1.911], [1.959, 3.237, 1.572], [1.589, -1.777, -1.872], [-2.701, -0.425, -3.312], [-1.368, 2.416, 0.626]], "atomic_forces_ev_per_a": [[1.059, 0.778, -1.203], [1.121, 1.485, -1.554], [-1.043, -0.012, -0.923], [-0.972, 0.200, -2.180], [-0.572, -2.940, -2.620], [1.764, -0.796, 2.058], [0.412, 1.074, 1.190], [-0.344, -1.465, 0.511], [0.377, -1.661, -0.055], [-0.040, 0.472, 0.636], [1.434, 0.197, -0.225], [-0.435, 0.970, -0.956], [-1.125, -0.286, 1.851], [-0.640, 1.571, -0.263], [-0.097, -2.549, 1.498], [-0.788, 4.016, 1.073], [-0.933, 1.818, -2.371], [-0.471, 0.585, 0.139], [-0.065, -1.357, -0.138], [-1.566, -0.678, -0.375], [1.207, -2.401, 1.990], [1.717, 0.980, 1.915]], "mulliken_charge": [0.3006, -0.6159, 0.3257, 0.3589, 0.4952, -0.6392, 0.3729, 0.3688, 0.5117, 0.3222, 0.2807, 0.2918, 0.3074, 0.3565, -0.7101, -0.3716, -0.6424, 0.3421, 0.3061, -0.5838, 0.3291, -0.7067]}